# C3H5NO2

The molecule C3H5NO2 at a distorted geometry (ωB97M-V/def2-TZVPD, the OMol25 dataset).

Geometry as ORCA input:
```
! RIJCOSX wB97M-V def2-TZVPD def2/J DEFGRID3
* xyz 0 1
H 1.601 1.226 0.943
N 1.294 0.610 0.254
C 1.311 -0.067 -0.772
O 0.222 -0.851 -1.021
C -0.696 -0.816 0.073
C -1.245 0.573 0.367
O -1.756 0.859 1.424
H 2.049 -0.182 -1.578
H -0.234 -1.190 0.995
H -1.515 -1.474 -0.220
H -1.216 1.291 -0.479
*
```

Properties
- HOMO level (eV) = -9.71
- calculated total energy (a.u.) = -322.4840
- ΔE to the lowest compared entry with this formula, charge and spin (kcal/mol) = 56.7
- orbital gap (eV) = 10.69
- LUMO level (Ha) = 0.0360
- SMILES = [H]/N=C/OCC=O

Mulliken atomic charge list, values in e, 8 entries: H 0.216; N -0.507; C 0.110; O -0.345; C -0.324; C 0.080; O -0.497; H 0.373